Record 1
21
Properties=species:S:1:pos:R:3 method="wB97M-V/def2-TZVPD" e_tot_ev=-14324.1331 charge=0 relative_energy_ev=2.438 homo_lumo_gap_ev=9.866 e_lumo_ev=0.957
C -1.73 1.06 0.93
C -1.55 0.13 -0.05
C -2.37 -1.11 -0.11
Si -0.22 0.23 -1.48
C 1.44 0.07 -0.53
C 1.25 -0.98 0.58
C 1.84 1.39 0.14
H -0.88 1.64 1.04
H -2.42 1.03 1.68
H -3.08 -0.95 -0.88
H -2.88 -1.40 0.75
H -1.70 -1.89 -0.51
H -0.14 1.55 -2.17
H -0.64 -1.06 -1.97
H 2.17 -0.30 -1.25
H 0.63 -0.80 1.42
H 1.08 -1.90 0.13
H 2.22 -1.29 1.00
H 2.10 1.32 1.29
H 1.12 2.11 -0.02
H 2.76 1.66 -0.38

---

Record 2
10
Properties=species:S:1:pos:R:3 method="wB97M-V/def2-TZVPD" e_tot_ev=-6277.5998 charge=0 relative_energy_ev=4.875 homo_lumo_gap_ev="7.189 / 8.583" e_lumo_ev="-0.676 / -0.227"
C 1.11 2.06 0.57
C -0.04 1.40 0.52
C -0.53 0.26 0.03
C -1.53 -0.59 -0.47
C 0.21 -0.89 -0.50
C -0.77 -1.90 -0.51
H 2.15 1.51 0.39
H 1.12 3.09 0.84
H -0.83 -2.48 0.48
H -0.89 -2.45 -1.35

---

Record 3
23
Properties=species:S:1:pos:R:3 method="wB97M-V/def2-TZVPD" e_tot_ev=-10549.6517 charge=0 relative_energy_ev=0.823 homo_lumo_gap_ev=11.850 e_lumo_ev=0.452
C -1.77 -0.69 -0.04
C -0.65 -0.14 -0.89
C 0.69 -0.01 -0.21
C 1.82 0.24 -1.19
H -1.80 -0.14 0.92
H -2.78 -0.59 -0.48
H -1.64 -1.77 0.07
H -0.58 -0.82 -1.76
H -0.92 0.84 -1.29
H 0.93 -0.88 0.42
H 0.58 0.84 0.48
H 2.42 1.10 -0.86
H 2.57 -0.54 -1.35
H 1.52 0.47 -2.24
O -0.54 0.89 2.90
H 0.33 1.24 3.11
H -0.92 0.87 3.79
O 0.45 -3.55 -1.55
H 0.13 -2.66 -1.75
H 0.81 -3.58 -0.65
O -0.25 3.38 0.96
H 0.53 2.84 0.81
H -0.90 2.68 0.82

---

Record 4
15
Properties=species:S:1:pos:R:3 method="wB97M-V/def2-TZVPD" e_tot_ev=-8847.9534 charge=-1 relative_energy_ev=3.282 homo_lumo_gap_ev="5.750 / 5.749" e_lumo_ev="4.254 / 4.254"
C 0.22 1.68 -0.23
C 0.63 0.62 -0.89
C -0.88 1.37 0.76
C 0.01 -0.67 -0.47
C 0.98 -1.65 0.33
N -1.11 -0.51 0.43
O -2.28 -0.71 -0.22
H 0.44 2.78 -0.47
H 1.12 0.59 -1.83
H -0.50 1.54 1.80
H -1.74 1.98 0.50
H -0.33 -1.14 -1.35
H 0.22 -2.51 0.51
H 1.41 -1.37 1.39
H 1.81 -2.02 -0.28

---

Record 5
61
Properties=species:S:1:pos:R:3 method="wB97M-V/def2-TZVPD" e_tot_ev=-59656.6110 charge=-1 relative_energy_ev=0.000 homo_lumo_gap_ev=6.346 e_lumo_ev=1.932
O -1.18 2.77 5.18
O -3.92 5.58 0.25
O -3.15 1.11 2.33
O -1.85 5.85 1.00
F 2.43 -4.22 -5.01
F 0.47 -5.06 -4.48
F 0.60 -3.02 -5.26
Cl 4.50 0.42 -4.97
C 0.21 -2.63 -2.54
C -0.77 -2.07 -2.10
O 1.37 -4.47 -2.01
C -0.40 2.28 4.37
C -2.75 5.18 0.44
C -3.00 2.30 2.64
C 4.86 -0.79 -2.55
C 4.52 -1.71 -1.55
C 2.95 -1.51 -3.84
C 4.07 -0.70 -3.70
C 3.41 -2.54 -1.71
C 2.61 -2.46 -2.85
N -4.04 2.95 3.18
N 3.09 -3.48 -0.75
N -0.53 2.38 3.05
C 0.81 1.52 4.86
C -4.06 4.33 3.66
C 2.14 -5.59 -0.06
C 1.22 -3.93 -4.44
C -2.42 3.75 -0.01
C 1.39 -3.39 -2.97
C 2.55 -4.74 -1.25
C -2.07 0.09 -1.62
C -1.70 -0.54 -0.29
C -1.94 -1.43 -1.50
C -1.34 3.08 0.86
C -1.66 3.02 2.37
H 5.72 -0.15 -2.44
H 5.13 -1.77 -0.65
H 2.34 -1.39 -4.73
H -4.88 2.40 3.28
H 3.68 -3.53 0.07
H 0.16 1.94 2.47
H 0.83 0.55 4.37
H 1.71 2.08 4.62
H 0.73 1.39 5.94
H -3.29 4.47 4.42
H -5.04 4.56 4.08
H -3.88 5.02 2.83
H 1.71 -6.53 -0.40
H 3.01 -5.81 0.57
H 1.40 -5.06 0.55
H -3.32 3.13 0.02
H -2.06 3.77 -1.04
H 3.29 -5.27 -1.87
H -3.08 0.51 -1.70
H -1.29 0.64 -2.15
H -0.67 -0.42 0.07
H -2.45 -0.55 0.50
H -2.86 -2.02 -1.52
H -0.40 3.61 0.73
H -1.19 2.06 0.50
H -1.73 4.05 2.73

---

Record 6
8
Properties=species:S:1:pos:R:3 method="wB97M-V/def2-TZVPD" e_tot_ev=-12156.2004 charge=0 relative_energy_ev=1.849 homo_lumo_gap_ev="8.616 / 6.956" e_lumo_ev="0.589 / -2.084" spin_multiplicity=4
H 1.16 1.29 0.77
O 0.44 0.10 -1.43
C 0.41 1.01 -0.62
C -0.03 0.79 0.80
O -0.35 -0.49 1.04
H -0.73 1.58 1.12
F -0.49 -2.87 -1.23
Pt -0.41 -1.41 -0.46

---

Record 7
9
Properties=species:S:1:pos:R:3 method="wB97M-V/def2-TZVPD" e_tot_ev=-18876.7164 charge=0 relative_energy_ev=0.000 homo_lumo_gap_ev=9.900 e_lumo_ev=-0.674
O 0.89 -0.35 1.85
P 0.58 -0.19 0.43
O 0.64 -1.54 -0.45
O 1.62 0.72 -0.38
B -1.19 0.56 0.04
F -2.14 0.48 0.94
H -0.18 -2.05 -0.38
H 1.22 1.30 -1.03
H -1.43 1.07 -1.02

---

Record 8
15
Properties=species:S:1:pos:R:3 method="wB97M-V/def2-TZVPD" e_tot_ev=-8289.9322 charge=0 relative_energy_ev=5.064 homo_lumo_gap_ev=10.111 e_lumo_ev=0.798
C 1.45 0.08 -0.14
C 0.48 -0.21 -1.30
C -0.61 -1.09 -0.93
C -0.21 1.02 1.14
C 0.91 -0.04 1.20
H 2.48 -0.58 0.25
H 1.88 1.06 -0.38
H 1.39 -0.83 -2.06
H 0.13 0.80 -1.69
H -0.82 -2.16 -1.41
H -0.37 2.05 1.43
H 0.69 -1.03 1.55
H 1.69 0.48 1.93
N -1.53 -0.55 -0.17
N -1.21 0.77 0.26

---

Record 9
25
Properties=species:S:1:pos:R:3 method="wB97M-V/def2-TZVPD" e_tot_ev=-26495.2166 charge=-1 relative_energy_ev=1.363 homo_lumo_gap_ev=7.636 e_lumo_ev=2.756
I 1.01 1.27 -1.95
C -0.97 -2.45 -3.38
O -1.21 -1.59 -4.19
N -1.33 -3.74 -3.45
N -0.52 -2.19 -2.15
H -1.77 -4.03 -4.31
H -1.22 -4.27 -2.61
H -0.17 -1.24 -2.17
H -0.46 -2.97 -1.52
C 2.30 2.15 2.41
O 2.52 2.90 3.37
N 1.81 0.93 2.56
N 2.67 2.53 1.18
H 1.66 0.30 1.79
H 1.63 0.55 3.48
H 2.84 3.50 0.99
H 2.40 1.94 0.41
C -1.74 0.73 1.61
O -2.36 0.57 2.62
N -1.28 1.89 1.22
N -1.38 -0.25 0.80
H -0.56 1.95 0.51
H -1.37 2.67 1.86
H -1.57 -1.23 0.96
H -0.93 0.09 -0.03

---

Record 10
19
Properties=species:S:1:pos:R:3 method="wB97M-V/def2-TZVPD" e_tot_ev=-9471.9069 charge=0 relative_energy_ev=3.229 homo_lumo_gap_ev=9.235 e_lumo_ev=0.444
C 1.25 0.80 1.12
C 1.36 1.37 -0.10
C 0.16 1.39 -1.06
C -1.08 0.97 -0.79
C 0.49 1.45 -2.56
H 0.43 0.49 1.64
H 2.24 0.76 1.65
H 2.24 1.74 -0.60
H -1.79 0.85 -1.64
H -1.54 0.76 0.20
H 0.89 2.33 -2.95
H 1.09 0.66 -3.10
H -0.51 1.30 -2.90
O 1.14 -2.42 4.75
H 1.17 -3.28 5.08
H 0.52 -2.58 3.99
O -2.66 -1.89 -2.00
H -3.55 -2.44 -1.89
H -2.20 -1.99 -1.12

---

Record 11
83
Properties=species:S:1:pos:R:3 method="wB97M-V/def2-TZVPD" e_tot_ev=-63517.7180 charge=0 homo_lumo_gap_ev=10.014 e_lumo_ev=0.151
C 3.06 2.48 -2.42
C 2.84 1.21 -2.76
O 2.31 -0.08 -3.17
S 0.99 -0.50 -2.14
O 1.19 -1.98 -1.83
O -0.37 -0.28 -3.11
C -1.48 0.32 -2.32
N -1.89 1.58 -3.06
H 2.92 3.56 -2.03
H -1.12 0.62 -1.26
H -2.37 -0.43 -2.30
H -2.90 1.50 -3.29
H -1.70 2.36 -2.41
O -2.54 5.94 -3.72
C -2.40 5.64 -4.89
O -2.22 4.35 -5.24
C -2.22 3.87 -6.60
C -0.85 4.04 -7.23
C -2.35 6.70 -5.95
H -3.02 4.33 -7.18
H -2.45 2.80 -6.54
H -0.56 5.09 -7.29
H -0.84 3.63 -8.24
H -0.08 3.54 -6.63
H -1.34 7.12 -5.98
H -3.06 7.48 -5.69
H -2.63 6.35 -6.94
O -0.02 0.60 0.76
C -0.44 -0.39 1.33
O -0.19 -0.56 2.65
C -0.77 -1.61 3.46
C 0.02 -2.89 3.33
C -1.14 -1.48 0.58
H -1.83 -1.74 3.22
H -0.72 -1.25 4.49
H 0.01 -3.27 2.30
H -0.39 -3.66 3.99
H 1.07 -2.72 3.60
H -0.40 -2.12 0.09
H -1.78 -1.02 -0.18
H -1.80 -2.09 1.19
O 0.38 -1.67 -8.06
C 1.48 -1.50 -7.55
O 2.59 -1.58 -8.31
C 3.91 -1.23 -7.85
C 4.55 -2.39 -7.11
C 1.61 -1.28 -6.07
H 3.89 -0.31 -7.26
H 4.49 -1.01 -8.75
H 3.98 -2.66 -6.22
H 5.57 -2.14 -6.81
H 4.57 -3.28 -7.75
H 1.57 -2.25 -5.57
H 0.78 -0.66 -5.74
H 2.52 -0.76 -5.79
O -1.75 1.20 8.44
C -1.86 1.92 7.48
O -2.37 1.44 6.32
C -2.69 2.25 5.18
C -1.46 2.49 4.32
C -1.34 3.33 7.51
H -3.18 3.18 5.48
H -3.42 1.68 4.60
H -0.69 3.04 4.87
H -1.72 3.06 3.43
H -1.02 1.54 4.02
H -0.27 3.33 7.35
H -1.55 3.75 8.50
H -1.82 4.00 6.80
O -1.42 -5.09 6.43
C -0.33 -4.92 6.94
O 0.79 -5.01 6.18
C 2.11 -4.66 6.63
C 2.75 -5.81 7.38
C -0.19 -4.68 8.41
H 2.09 -3.73 7.20
H 2.69 -4.45 5.73
H 2.19 -6.06 8.28
H 3.77 -5.55 7.67
H 2.77 -6.70 6.75
H -0.23 -5.64 8.93
H -1.02 -4.06 8.74
H 0.72 -4.16 8.70

---

Record 12
8
Properties=species:S:1:pos:R:3 method="wB97M-V/def2-TZVPD" e_tot_ev=-77263.3737 charge=0 relative_energy_ev=6.376 homo_lumo_gap_ev=9.773 e_lumo_ev=-0.593
C 0.09 0.24 0.01
O 0.51 0.97 -1.16
O -0.34 0.91 -2.28
O -0.21 -0.13 -3.17
Br 1.27 0.01 -4.24
H 0.72 0.60 0.82
H 0.15 -0.96 -0.01
H -0.97 0.40 0.12

---

Record 13
44
Properties=species:S:1:pos:R:3 method="wB97M-V/def2-TZVPD" e_tot_ev=-29716.1411 charge=0 relative_energy_ev=3.233 homo_lumo_gap_ev=8.992 e_lumo_ev=0.723
C 5.60 1.75 2.27
O 5.32 0.35 2.34
C 4.03 -0.08 2.31
C 3.78 -1.42 2.71
C 2.50 -1.82 3.04
C 1.37 -0.97 2.93
C -0.02 -1.54 3.26
O -0.04 -1.77 4.70
C -1.03 -2.53 5.28
C -1.03 -3.94 5.24
C -1.96 -4.62 6.09
N -2.82 -4.01 6.91
C -2.79 -2.67 6.94
C -1.92 -1.88 6.14
C -1.21 -0.63 2.98
C -1.20 0.76 3.10
C -2.34 1.52 2.88
C -3.52 0.86 2.57
C -3.51 -0.53 2.40
C -2.35 -1.29 2.57
C -4.91 -1.00 2.15
C -5.71 0.33 2.16
O -4.74 1.41 2.46
C 1.62 0.22 2.20
C 2.92 0.71 1.95
H 6.67 1.88 2.44
H 5.34 2.15 1.25
H 5.02 2.33 3.03
H 4.62 -2.09 2.83
H 2.30 -2.86 3.33
H -0.11 -2.53 2.73
H -0.27 -4.51 4.69
H -2.00 -5.72 6.13
H -3.48 -2.18 7.65
H -1.85 -0.78 6.24
H -0.28 1.26 3.38
H -2.34 2.58 2.99
H -2.36 -2.38 2.46
H -5.02 -1.51 1.17
H -5.27 -1.68 2.94
H -6.51 0.35 2.94
H -6.18 0.55 1.17
H 0.80 0.83 1.79
H 3.07 1.72 1.52

---

Record 14
88
Properties=species:S:1:pos:R:3 method="wB97M-V/def2-TZVPD" e_tot_ev=-156762.3614 charge=-1 relative_energy_ev=0.859 homo_lumo_gap_ev=6.196 e_lumo_ev=1.038
Ce 0.08 -0.03 -0.44
O 0.26 1.84 0.83
C 0.86 2.98 0.97
C 0.65 3.76 2.12
C 1.32 5.00 2.32
C 2.26 5.49 1.38
C 2.40 4.81 0.19
C 1.77 3.56 -0.07
C 2.03 2.87 -1.29
N 1.32 1.90 -1.80
N 1.73 1.58 -3.04
C 1.37 0.37 -3.44
O 0.63 -0.45 -2.83
C 2.08 -0.14 -4.66
C 1.54 -1.30 -5.31
C 2.10 -1.72 -6.50
C 3.06 -0.96 -7.15
C 3.52 0.20 -6.57
C 3.09 0.59 -5.30
H -0.04 3.35 2.91
H 1.28 5.51 3.34
H 2.92 6.32 1.59
H 2.97 5.23 -0.62
H 3.01 3.05 -1.82
H 0.79 -1.83 -4.75
H 1.70 -2.66 -6.96
H 3.43 -1.33 -8.13
H 4.17 0.93 -7.06
H 3.42 1.48 -4.83
Cl -1.28 -7.13 -3.80
C -1.19 -5.57 -3.02
C -2.21 -4.57 -3.20
Cl -3.59 -5.08 -4.04
C -2.12 -3.34 -2.53
Cl -3.29 -2.16 -2.82
C -1.03 -3.06 -1.71
O -0.91 -1.93 -1.11
C 0.08 -4.01 -1.61
Cl 1.44 -3.50 -0.68
C -0.03 -5.29 -2.23
Cl 1.17 -6.50 -2.01
O -3.01 -1.94 1.90
S -2.12 -0.83 1.96
O -0.65 -0.93 1.97
N -2.21 0.12 0.64
C -3.34 0.56 0.07
C -4.62 0.72 0.61
C -5.69 1.07 -0.20
C -5.46 1.73 -1.40
C -4.16 1.81 -1.96
C -3.93 2.42 -3.23
C -2.58 2.57 -3.69
C -1.59 2.05 -2.85
N -1.83 1.30 -1.78
C -3.05 1.18 -1.25
C -2.62 0.14 3.33
C -2.23 1.47 3.46
C -2.54 2.05 4.67
C -3.10 1.32 5.74
C -3.42 -0.03 5.56
C -3.13 -0.61 4.38
H -4.73 0.51 1.68
H -6.73 1.10 0.14
H -6.33 2.04 -1.98
H -4.68 2.99 -3.76
H -2.39 3.14 -4.55
H -0.53 2.08 -3.04
H -1.72 2.00 2.65
H -2.29 3.10 4.74
H -3.23 1.85 6.70
H -3.84 -0.63 6.39
H -3.25 -1.70 4.27
F 3.49 -1.96 7.22
C 4.34 -2.52 6.29
F 5.60 -2.11 6.52
F 4.38 -3.88 6.63
C 3.85 -2.27 4.98
C 3.44 -0.95 4.72
C 3.29 -0.61 3.42
C 3.10 -1.51 2.34
C 3.47 -2.83 2.66
C 3.98 -3.18 3.92
C 2.68 -1.05 1.12
C 2.26 -0.60 0.02
H 3.40 -0.18 5.48
H 2.94 0.39 3.29
H 3.53 -3.56 1.85
H 4.44 -4.12 4.05

---

Record 15
63
Properties=species:S:1:pos:R:3 method="wB97M-V/def2-TZVPD" e_tot_ev=-41506.9266 charge=+3 relative_energy_ev=0.779 homo_lumo_gap_ev=7.288 e_lumo_ev=-10.109
Ta 0.02 -0.64 -0.09
C 5.10 1.83 0.26
N 3.65 1.84 0.04
C 3.02 3.09 -0.45
C 2.91 0.76 0.21
N 1.59 0.75 -0.04
N 3.55 -0.37 0.65
C 2.99 -1.59 0.94
N 3.85 -2.53 1.31
N 1.70 -1.78 0.86
H 5.48 2.83 0.11
H 5.61 1.18 -0.46
H 5.34 1.54 1.29
H 3.75 3.89 -0.39
H 2.18 3.37 0.18
H 2.71 2.99 -1.49
H 1.29 1.64 -0.42
H 4.55 -0.31 0.72
H 4.84 -2.36 1.40
H 3.54 -3.47 1.52
H 1.46 -2.74 1.07
N -1.45 -2.46 0.30
C -2.88 -2.48 0.80
C -3.01 -2.55 2.31
C -2.38 -1.34 2.99
C -0.86 -1.47 3.09
N -0.15 -0.46 2.25
H -1.48 -2.78 -0.67
H -0.95 -3.21 0.79
H -3.37 -3.35 0.36
H -3.37 -1.59 0.42
H -2.57 -3.48 2.70
H -4.07 -2.60 2.53
H -2.80 -1.21 3.98
H -2.64 -0.44 2.42
H -0.51 -2.46 2.78
H -0.54 -1.35 4.13
H 0.81 -0.42 2.58
H -0.57 0.44 2.47
O 0.92 -2.76 -3.44
C 0.42 -1.88 -2.84
O 0.27 -1.90 -1.45
C -0.10 -0.58 -3.31
C -0.32 -0.31 -4.64
C -0.88 0.92 -4.98
C -1.17 1.82 -3.97
C -0.90 1.47 -2.65
N -0.38 0.29 -2.32
H -0.07 -1.06 -5.39
H -1.08 1.17 -6.01
H -1.61 2.78 -4.19
H -1.11 2.16 -1.84
F -4.56 3.53 0.60
C -3.59 2.66 0.45
C -2.38 2.89 1.09
C -1.37 1.96 0.96
C -1.53 0.80 0.16
C -2.76 0.64 -0.50
C -3.80 1.54 -0.34
H -2.26 3.79 1.69
H -0.44 2.15 1.48
H -2.93 -0.20 -1.17
H -4.76 1.41 -0.83